Record 1
Molecular formula: C22H20I2MnN3O4S
Method: DFT, ωB97M-V/def2-TZVPD

Positions of all 53 atoms, in Å:
Mn (-0.6864, -0.6230, -0.6977)
O (-2.5556, -1.3630, -0.9728)
C (-3.4863, -1.5402, -0.0544)
C (-4.7114, -2.0880, -0.4640)
C (-5.6875, -2.4052, 0.4473)
C (-5.4850, -2.1662, 1.8062)
C (-4.3136, -1.5936, 2.2323)
C (-3.2774, -1.2804, 1.3311)
C (-2.0755, -0.7150, 1.8405)
N (-1.0035, -0.4439, 1.1402)
N (-0.0051, 0.1481, 1.8567)
C (1.0176, 0.4993, 1.1833)
O (1.0406, 0.3170, -0.2073)
C (2.2343, 1.0392, 1.7591)
C (2.5027, 0.9010, 3.1227)
C (3.6964, 1.3687, 3.6344)
C (4.6260, 1.9778, 2.8037)
C (4.3592, 2.1296, 1.4525)
C (3.1741, 1.6543, 0.9271)
H (-4.8456, -2.2820, -1.5182)
H (-6.6096, -2.8481, 0.1080)
H (-6.2535, -2.4287, 2.5167)
H (-4.1529, -1.4084, 3.2861)
H (-2.0344, -0.4749, 2.9021)
H (1.7791, 0.4119, 3.7558)
H (3.9087, 1.2510, 4.6866)
H (5.5605, 2.3342, 3.2106)
H (5.0769, 2.6121, 0.8043)
H (2.9617, 1.7709, -0.1273)
O (-1.3057, 1.2291, -0.9470)
N (-1.0165, 1.9048, -2.0387)
C (-1.0639, 3.2443, -1.9912)
C (-0.7698, 4.0086, -3.0902)
C (-0.4205, 3.3723, -4.2832)
C (-0.3564, 2.0013, -4.3172)
C (-0.6547, 1.2437, -3.1753)
S (-0.5667, -0.4484, -3.1262)
H (-1.3340, 3.6538, -1.0307)
H (-0.8024, 5.0817, -3.0114)
H (-0.2040, 3.9556, -5.1641)
H (-0.0613, 1.4720, -5.2095)
I (-1.1043, -3.2154, -0.8978)
I (0.6762, -5.3305, -0.5404)
C (2.7561, -2.2397, 0.9042)
O (1.4334, -1.8806, 0.4879)
C (1.2260, -1.0400, -0.5940)
C (2.2140, -1.1617, -1.7393)
H (3.4807, -1.4538, 0.6912)
H (3.0521, -3.1722, 0.4194)
H (2.7005, -2.4014, 1.9791)
H (3.2411, -1.0389, -1.3924)
H (2.0127, -0.4010, -2.4887)
H (2.1119, -2.1385, -2.2076)

Results
E_HOMO (alpha / beta)	-7.460 / -7.457	eV
LUMO (alpha / beta)	-0.80 / -0.79	eV

Record 2
Molecular formula: C22H20N4O5S
Method: DFT, ωB97M-V/def2-TZVPD

Positions of all 52 atoms, in Å:
O (-2.5977, 0.9319, 1.1075)
C (-1.4392, 0.6579, 1.0582)
N (-0.7548, -0.6170, 0.9338)
N (-1.5193, -1.5391, 0.5675)
C (-0.9988, -2.5261, 0.1663)
C (-1.7287, -3.6679, -0.0069)
C (-3.1754, -3.5629, 0.2072)
C (-3.7975, -4.7324, -0.3758)
C (-3.2212, -5.9079, -0.7593)
C (-1.9735, -6.0651, -0.8239)
C (-0.9163, -5.0017, -0.4319)
N (0.4580, -5.0842, -0.7623)
O (0.8390, -4.1011, -1.1514)
O (0.7964, -6.3338, -0.5455)
H (-1.4250, -6.9358, -1.2520)
H (-3.9472, -6.7384, -0.7962)
H (-5.1004, -4.6315, -0.1757)
H (-3.5315, -2.7015, 0.4701)
H (0.2776, -2.8223, 0.3538)
H (0.2682, -0.4933, 1.1705)
C (-0.2923, 1.9420, 1.2695)
N (0.9082, 1.7819, 0.6930)
S (2.4096, 1.6986, 1.2835)
O (2.1992, 1.0542, 2.6341)
O (3.4663, 1.2238, 0.0315)
C (2.6385, 3.3958, 1.5163)
C (2.0569, 4.1084, 2.6900)
C (2.5492, 5.2841, 2.9445)
C (3.0015, 6.2385, 2.1006)
C (3.3947, 5.5743, 0.8484)
C (3.3752, 4.1873, 0.5405)
H (3.6348, 3.8174, -0.4539)
H (3.9657, 6.1544, 0.0684)
H (3.0848, 7.2996, 2.1172)
H (2.0443, 5.8918, 3.8774)
H (1.9119, 3.2646, 3.5367)
C (0.7285, 2.0781, -1.0711)
C (-0.0741, 0.9351, -1.3767)
C (-1.2998, 1.0857, -2.0103)
C (-1.8526, 0.0516, -2.4897)
C (-1.4595, -1.2305, -2.7017)
C (0.0628, -1.2370, -2.1542)
C (0.6465, -0.1258, -1.7935)
H (1.5689, -0.2109, -1.5023)
H (0.6513, -2.1576, -2.5974)
H (-1.9424, -2.1220, -3.3330)
H (-3.1580, 0.0884, -2.9329)
H (-2.0647, 1.9652, -1.9019)
H (0.2482, 2.9827, -1.0982)
H (1.8020, 2.2722, -1.1929)
H (-0.7761, 2.8228, 1.1726)
H (0.0579, 1.7573, 2.3315)

Results
E_HOMO	-8.297	eV
LUMO	-0.89	eV

Record 3
Molecular formula: C22H21BF2N2ORh
Method: DFT, ωB97M-V/def2-TZVPD

Positions of all 50 atoms, in Å:
Rh (-1.9270, -1.3560, -1.6377)
C (-2.4452, 1.7460, 3.0952)
C (-1.8936, 0.5663, 3.5717)
C (-1.8903, -0.5831, 2.7933)
C (-2.4593, -0.5449, 1.5260)
C (-3.0211, 0.6305, 1.0367)
C (-3.0063, 1.7710, 1.8273)
N (-2.4510, -1.7474, 0.7208)
N (-1.6057, -2.7644, 1.2065)
C (-1.1151, -3.5320, 0.2028)
C (-0.4208, -4.6985, 0.5878)
C (0.0811, -5.5524, -0.3764)
C (-0.0783, -5.2579, -1.7247)
C (-0.7389, -4.0857, -2.1233)
C (-1.2543, -3.2288, -1.1766)
H (-2.4437, 2.6354, 3.7091)
H (-1.4608, 0.5257, 4.5612)
H (-1.4636, -1.4980, 3.1704)
H (-3.4683, 0.6845, 0.0560)
H (-3.4456, 2.6797, 1.4398)
H (-0.3064, -4.9064, 1.6422)
H (0.5994, -6.4525, -0.0787)
H (0.3114, -5.9315, -2.4750)
H (-0.8364, -3.8755, -3.1812)
F (-4.2464, -1.2544, -0.7922)
B (-3.5422, -2.1980, -0.1087)
F (-3.9687, -3.4331, -0.1633)
C (4.6056, 4.1696, -1.0212)
C (3.4272, 3.2535, -0.9040)
C (2.8262, 2.7175, -2.0406)
C (1.7333, 1.8772, -1.9625)
C (1.1552, 1.3439, -3.2387)
C (1.2190, 1.5588, -0.6747)
C (0.0494, 0.7556, -0.5096)
O (-0.6262, 0.3010, -1.4580)
C (1.8378, 2.0776, 0.4955)
C (1.3897, 1.7938, 1.9017)
C (2.9258, 2.9195, 0.3494)
H (4.8990, 4.3203, -2.0576)
H (5.4586, 3.7641, -0.4757)
H (4.3745, 5.1417, -0.5834)
H (3.2292, 2.9655, -3.0140)
H (1.7780, 1.6544, -4.0753)
H (0.1429, 1.7130, -3.4024)
H (1.1017, 0.2553, -3.2303)
H (-0.3027, 0.5385, 0.5003)
H (0.7652, 0.9157, 2.0279)
H (0.8364, 2.6477, 2.2969)
H (2.2672, 1.6571, 2.5326)
H (3.4042, 3.3203, 1.2343)

Results
E_HOMO (alpha / beta)	-10.938 / -11.955	eV
LUMO (alpha / beta)	-3.53 / -5.23	eV
2S+1	5
charge	+1
energy relative to the best compared isomer or geometry (same formula, charge and spin)	0.000	eV

Record 4
Molecular formula: C22H21Br2FO4
Method: DFT, ωB97M-V/def2-TZVPD

Positions of all 50 atoms, in Å:
C (-4.5568, 1.7009, -3.0462)
C (-3.4936, 0.7032, -2.6940)
O (-2.2812, 1.3858, -2.3139)
C (-1.2357, 0.5354, -2.3445)
C (0.0214, 1.2002, -2.1164)
F (0.0245, 2.4973, -1.8045)
C (1.2731, 0.5203, -2.3303)
O (1.3758, -0.6802, -2.5377)
O (2.3230, 1.3655, -2.3057)
C (3.5250, 0.6859, -2.7236)
C (4.5805, 1.6925, -3.0749)
O (-1.3403, -0.6626, -2.5658)
H (-5.4400, 1.1439, -3.3609)
H (-4.8371, 2.3253, -2.1950)
H (-4.2448, 2.3262, -3.8871)
H (-3.8170, 0.0609, -1.8643)
H (-3.3003, 0.0668, -3.5622)
H (3.8658, 0.0240, -1.9167)
H (3.3098, 0.0717, -3.6026)
H (5.4585, 1.1449, -3.4183)
H (4.2502, 2.3340, -3.8964)
H (4.8747, 2.3009, -2.2170)
Br (2.2811, -7.0551, 3.6350)
C (1.9852, -5.3441, 2.8953)
C (2.9587, -4.7635, 2.0592)
C (2.7639, -3.4786, 1.5694)
C (1.6021, -2.7313, 1.9023)
C (1.4754, -1.3742, 1.4741)
C (0.3362, -0.6060, 1.6723)
C (0.2482, 0.7564, 1.4235)
C (-0.9232, 1.5238, 1.7204)
C (-0.8299, 2.9213, 1.9449)
C (-1.9464, 3.6684, 2.2955)
C (-3.1958, 3.0320, 2.4163)
Br (-4.7233, 4.0493, 2.8651)
C (-3.3181, 1.6492, 2.1967)
C (-2.1947, 0.9048, 1.8525)
C (0.6043, -3.3670, 2.6963)
C (0.7967, -4.6535, 3.1900)
H (3.8600, -5.3141, 1.8098)
H (3.5109, -3.0079, 0.9294)
H (2.3244, -0.9028, 0.9756)
H (-0.5446, -1.0966, 2.0873)
H (1.1488, 1.2785, 1.0985)
H (0.1508, 3.3897, 1.8581)
H (-1.8556, 4.7352, 2.4733)
H (-4.2839, 1.1636, 2.2976)
H (-2.2896, -0.1674, 1.6799)
H (-0.3125, -2.8367, 2.9494)
H (0.0354, -5.1162, 3.8106)

Results
E_HOMO	-6.405	eV
LUMO	-2.89	eV

Record 5
Molecular formula: C22H21BrGdN5O4
Method: DFT, ωB97M-V/def2-TZVPD

Positions of all 54 atoms, in Å:
Gd (0.2902, 0.4216, -0.7066)
O (-0.1562, -0.0397, 2.6265)
C (0.7887, -0.1527, 1.8651)
N (0.9313, -1.0812, 0.8579)
C (0.0895, -2.2108, 0.9023)
O (-0.0608, -2.8307, 1.8924)
C (-0.6252, -2.6010, -0.3575)
C (-1.3857, -3.7544, -0.3579)
C (-2.1287, -4.0525, -1.4885)
C (-2.1028, -3.1758, -2.5614)
C (-1.3237, -2.0384, -2.4668)
N (-0.5840, -1.7529, -1.3912)
C (1.8098, 0.9599, 1.8690)
C (2.5541, 1.2726, 2.9903)
C (3.3252, 2.4231, 2.9493)
C (3.2836, 3.2332, 1.8217)
C (2.5061, 2.8451, 0.7489)
N (1.8031, 1.7070, 0.7596)
H (-1.3758, -4.3909, 0.5144)
H (-2.7310, -4.9502, -1.5281)
H (-2.6785, -3.3610, -3.4569)
H (-1.2934, -1.3278, -3.2851)
H (2.5209, 0.6371, 3.8641)
H (3.9361, 2.6993, 3.7983)
H (3.8434, 4.1562, 1.7729)
H (2.4413, 3.4504, -0.1470)
Br (5.5811, -0.1246, -5.4441)
C (4.1781, 0.0633, -4.2387)
C (2.9091, -0.3949, -4.5650)
C (1.9024, -0.2321, -3.6372)
N (2.0833, 0.3506, -2.4444)
C (3.3165, 0.7842, -2.1457)
C (4.3889, 0.6645, -3.0058)
H (2.7079, -0.8680, -5.5150)
H (0.9031, -0.5848, -3.8641)
H (3.4532, 1.2404, -1.1747)
H (5.3641, 1.0293, -2.7181)
O (-0.8404, 2.3628, -0.2846)
C (-1.6750, 1.6899, 0.3662)
O (-1.8289, 0.4458, 0.1626)
C (-2.4980, 2.3539, 1.4445)
N (-2.6639, 1.3557, 2.5798)
C (-4.0458, 0.7634, 2.4403)
C (-4.8584, 1.9581, 1.9829)
C (-3.9418, 2.6614, 0.9715)
H (-1.9711, 3.2316, 1.8082)
H (-2.5971, 1.8519, 3.4690)
H (-1.9138, 0.6524, 2.5729)
H (-4.3383, 0.3204, 3.3883)
H (-3.9693, -0.0059, 1.6753)
H (-5.0791, 2.6103, 2.8299)
H (-5.8065, 1.6561, 1.5455)
H (-4.1099, 3.7336, 0.9282)
H (-4.0982, 2.2570, -0.0281)

Results
E_HOMO (alpha / beta)	-11.382 / -14.817	eV
LUMO (alpha / beta)	-5.52 / -8.76	eV
2S+1	8
charge	+2